Entry 1:
The following is a DFT calculation (ωB97M-V/def2-TZVPD) of a gas-phase ion, C6H17N2 (charge +1).

## Properties
- Energy above the lowest of the compared OMol25 structures with the same formula, charge and spin: 350.57 kJ/mol
- HOMO-LUMO gap: 0.3201 Eh
- Net charge: +1
- HOMO: -12.456 eV

Structure (XYZ):
```
25
C6H17N2 (ωB97M-V/def2-TZVPD)
N 0.164 -0.227 -2.833
N 0.896 0.818 0.663
C 1.646 0.573 1.913
C -2.519 -1.251 -0.578
C -0.188 -0.541 -1.281
C 0.728 -0.517 0.032
C -1.624 -0.044 -0.840
C 1.132 1.333 3.028
H 1.687 -0.479 2.061
H 1.667 -0.986 -0.176
H 0.936 -0.776 -3.121
H -2.105 -2.166 -0.574
H 1.572 1.238 4.000
H -3.301 -1.205 -1.246
H -2.771 -1.320 0.417
H 0.133 -1.197 0.675
H -0.815 -0.491 -3.335
H -1.675 0.625 0.051
H 0.389 0.796 -2.869
H -2.153 0.603 -1.588
H 2.786 0.883 1.681
H 1.319 2.408 2.879
H -0.007 1.318 0.921
H 0.181 1.023 3.268
H -0.317 -1.735 -1.507
```


Entry 2:
The following is a DFT calculation (ωB97M-V/def2-TZVPD) of a single H4NO2PS molecule.

## Properties
- Energy above the lowest of the compared OMol25 structures with the same formula, charge and spin: 211.09 kJ/mol
- HOMO-LUMO gap: 0.3881 Eh
- Net charge: 0
- HOMO: -10.163 eV

Structure (XYZ):
```
9
H4NO2PS (ωB97M-V/def2-TZVPD)
S 0.288 0.354 2.118
P 0.156 -0.227 0.143
O 1.553 0.361 -0.511
O -1.114 1.218 -0.259
N -0.084 -1.518 -0.618
H -1.661 1.003 -0.978
H -0.386 1.364 1.691
H 1.949 -0.256 -1.098
H -0.701 -2.299 -0.489
```


Entry 3:
The following is a DFT calculation (ωB97M-V/def2-TZVPD) of 2 unconnected molecules or ions with the total composition C3H7N2O.

## Properties
- Energy above the lowest of the compared OMol25 structures with the same formula, charge and spin: 64.41 kJ/mol
- HOMO-LUMO gap: 0.4183 Eh
- Net charge: +1
- HOMO: -14.642 eV

Structure (XYZ):
```
13
C3H7N2O (ωB97M-V/def2-TZVPD)
O 3.096 -0.053 -0.052
N -1.971 -0.547 -0.003
N 0.128 -0.048 -0.086
C -0.621 1.095 0.024
C -0.781 -1.066 -0.147
C -1.937 0.808 0.000
H 1.108 -0.364 -0.052
H -0.426 -2.068 0.017
H -2.765 -1.181 -0.060
H 3.658 -0.458 -0.572
H -0.248 2.133 0.060
H -2.776 1.469 0.201
H 3.534 0.280 0.671
```


Entry 4:
The following is a DFT calculation (ωB97M-V/def2-TZVPD) of a molecular structure, C25H25BrIN3O2PdS2.

## Properties
- Spin multiplicity: 5
- HOMO-LUMO gap (alpha / beta): 0.2931 / 0.1700 Eh
- <S²>: 6.03
- Net charge: +2
- HOMO (alpha / beta): -13.301 / -13.274 eV

Structure (XYZ):
```
60
C25H25BrIN3O2PdS2 (ωB97M-V/def2-TZVPD)
I 2.282 0.940 -1.791
Pd 0.441 0.071 -0.013
Br 5.538 1.068 -0.548
S -0.317 3.701 -0.194
S -2.649 3.456 -1.999
O -1.853 -3.509 -1.803
O -0.959 -1.231 -1.093
N -1.296 1.386 -0.962
N 2.963 -2.180 2.370
N -2.163 0.677 -1.637
C -2.884 -2.866 -2.338
C 4.334 -2.590 2.211
C 3.667 -1.045 -3.625
C -0.811 5.213 -1.085
C -2.296 5.122 -1.349
C -4.095 -0.820 -2.917
C 2.674 -0.766 2.284
C 1.924 -3.103 1.983
C -0.888 0.572 2.653
C 0.311 0.175 2.078
C -3.894 -3.610 -2.948
C 1.329 -0.368 2.869
C 1.107 -0.549 4.234
C 3.916 -0.207 -2.552
C -1.096 0.386 4.013
C 5.992 -1.639 -3.653
C -1.972 -0.668 -1.630
C -2.988 -1.445 -2.301
C -4.967 -2.971 -3.522
C -0.102 -0.179 4.798
C 5.193 -0.070 -2.017
C 6.232 -0.800 -2.576
C -5.068 -1.569 -3.519
C 4.715 -1.761 -4.181
C -1.420 2.694 -1.054
H -1.248 -2.858 -1.407
H -2.891 5.259 -0.447
H -0.557 6.066 -0.458
H -0.236 5.258 -2.008
H -5.753 -3.556 -3.981
H -1.670 1.025 2.055
H -4.155 0.257 -2.898
H 1.577 -2.856 0.973
H 4.999 -1.889 2.710
H 1.069 -3.011 2.653
H 4.531 -2.403 -5.032
H 2.669 -1.128 -4.034
H -2.617 5.848 -2.094
H 6.809 -2.199 -4.085
H 4.480 -3.588 2.625
H -0.266 -0.319 5.858
H -5.910 -1.086 -3.993
H 4.594 -2.624 1.145
H 3.483 -0.209 2.760
H -2.037 0.683 4.456
H 2.679 -0.490 1.215
H 7.231 -0.707 -2.172
H 1.887 -0.982 4.851
H -3.804 -4.688 -2.958
H 2.290 -4.126 2.004
```


Entry 5:
The following is a DFT calculation (ωB97M-V/def2-TZVPD) of 16 unconnected molecules or ions with the total composition CH32NO17.

## Properties
- Energy above the lowest of the compared OMol25 structures with the same formula, charge and spin: 57.54 kJ/mol
- HOMO-LUMO gap: 0.1631 Eh
- Net charge: -1
- HOMO: -2.856 eV

Structure (XYZ):
```
51
CH32NO17 (ωB97M-V/def2-TZVPD)
O 2.900 1.793 1.733
O 1.667 2.305 -1.240
O 0.936 -0.540 -2.366
O -1.180 3.072 -0.726
O 3.176 -0.342 -0.400
O 0.197 1.376 3.724
O -1.831 -1.072 -1.189
O -3.368 1.381 -1.768
O -1.957 -2.086 1.539
O -0.922 1.461 -2.883
O 1.497 -1.311 2.538
O 0.098 -2.789 -1.497
O -2.294 1.104 1.612
O 0.533 -3.286 0.913
O 0.203 3.336 1.857
O 0.518 -3.285 -3.681
O -0.589 -4.745 -2.416
N 0.179 0.291 0.410
C -0.131 -3.535 -2.528
H 2.148 2.374 1.917
H -0.939 2.644 -1.520
H -0.248 0.850 -0.250
H 2.789 1.068 2.329
H 2.059 1.394 -1.149
H 3.507 -0.335 0.484
H -0.492 -0.139 1.001
H 0.873 0.694 1.010
H 1.261 -3.885 0.989
H -0.289 0.689 -2.983
H 0.480 -0.466 -0.106
H 1.588 2.616 -2.104
H -1.189 -1.802 -1.380
H 2.957 -1.236 -0.602
H -3.517 0.790 -0.974
H -2.133 0.893 2.537
H 1.531 -0.596 -3.134
H -0.373 2.841 1.293
H -2.437 1.124 -2.031
H 0.724 -1.471 -2.119
H 1.317 -2.041 1.971
H 2.318 -1.572 2.973
H -0.175 1.254 4.560
H -1.379 -2.813 1.283
H -2.424 -1.785 0.770
H -3.064 0.657 1.409
H 0.982 1.853 3.902
H 0.003 2.866 2.644
H 0.220 -3.144 0.010
H -2.150 3.044 -0.729
H -2.532 -1.226 -1.836
H -1.054 1.711 -3.783
```


We obtain maximum force values of 4.7, 5.1, 7.0, 1.6, 8.4 eV/A for the records listed above, in that order.
We obtain energy values of -347.957318, -947.187841, -303.015487, -5077.676433, -1391.186012 Eh for the records listed above, in that order.